Record 1
Computed, not measured: a 5-piece molecular cluster, H12NO4 overall, with the ωB97M-V functional and the def2-TZVPD basis.

ORCA input file:
```
! RIJCOSX wB97M-V def2-TZVPD def2/J DEFGRID3
* xyz 1 1
N 0.540 0.621 -0.249
H 1.169 0.834 -1.072
H 0.956 -0.140 0.379
H 0.662 1.487 0.344
H -0.297 0.307 -0.815
H -2.285 0.739 -1.800
H -2.406 -0.710 -1.218
O -1.879 0.147 -1.221
H 2.586 -1.572 1.885
H 1.681 -2.575 1.205
O 1.873 -1.660 1.255
H -5.074 -1.566 -0.242
H -3.978 -2.149 0.700
O -4.157 -1.838 -0.289
H 3.832 2.012 0.047
H 3.628 3.465 0.666
O 3.149 2.598 0.425
*
```

Results
relative energy (zero: lowest compared OMol25 entry of this formula, charge and spin)	122.3	kJ/mol
DFT total energy	-362.67124	Ha

***

Record 2
Computed, not measured: H12O12SV as an isolated structure, with the ωB97M-V functional and the def2-TZVPD basis.

ORCA input file:
```
! RIJCOSX wB97M-V def2-TZVPD def2/J DEFGRID3
* xyz -1 1
O 1.801 -1.281 1.085
V 1.704 0.079 0.227
O 2.881 0.947 0.734
S -3.363 -0.412 -2.704
O -4.275 -1.450 -2.197
O -1.983 -0.685 -2.337
O -3.559 -0.193 -4.111
O -3.778 0.823 -2.056
O 4.311 -1.384 -2.577
H 4.182 -2.209 -3.045
H 4.939 -0.900 -3.113
O -1.090 1.913 2.741
H -0.761 2.336 3.534
H -2.038 1.871 2.867
O 0.654 3.444 -2.627
H 1.253 3.850 -3.254
H -0.206 3.502 -3.046
O -2.587 -5.100 -0.084
H -2.839 -4.217 -0.355
H -1.644 -5.140 -0.246
O -0.478 -4.924 4.032
H 0.089 -4.213 3.734
H -1.185 -4.954 3.387
O 2.572 5.893 2.816
H 3.032 5.593 3.599
H 2.368 6.812 2.994
*
```

Results
relative energy (zero: lowest compared OMol25 entry of this formula, charge and spin)	905.8	kJ/mol
DFT total energy	-2252.10257	Ha